1.
Entry from the Open Molecules 2025 dataset: a molecular structure, C4H11BiClIV at a distorted geometry (ωB97M-V/def2-TZVPD).

Calculated values
M   481.41 g/mol
HOMO-LUMO gap (spin up / spin down)   5.133 / 7.614 eV
Energy   -56475.5041 eV
2S+1   3
F_max   2.28 eV/A
Total charge   -1

Atoms and positions in Å:
Bi 0.5008 0.4913 -1.6196
Cl 0.8356 -1.2927 0.3775
C 2.7465 0.6185 -1.6169
C -0.1287 -1.1522 -3.0579
H 2.9260 1.0021 -2.6228
H 3.0524 1.3424 -0.8605
H 3.2030 -0.3539 -1.4635
H -0.1074 -0.6018 -4.0178
H -1.1417 -1.4992 -2.8128
H 0.6025 -1.9624 -3.0437
V -0.5582 0.5229 1.6074
C -1.4189 -0.9202 2.7573
C -2.0073 1.6707 1.6077
H -2.5138 -0.9385 2.6919
H -1.0628 -1.9258 2.4809
H -1.1861 -0.8041 3.8151
H -3.0738 1.3481 1.5852
H -1.8638 2.7423 1.3930
I 1.1956 1.7127 2.7994

2.
Entry from the Open Molecules 2025 dataset: a molecular structure, C4H11BrClMnTb at a distorted geometry (ωB97M-V/def2-TZVPD).

Calculated values
M   388.35 g/mol
HOMO-LUMO gap (spin up / spin down)   5.535 / 7.083 eV
Energy   -140643.1421 eV
2S+1   11
F_max   2.56 eV/A
Total charge   -1

Atoms and positions in Å:
Tb -1.9580 -0.7522 0.1494
Cl -0.0031 -1.3527 -1.2629
C -1.5737 -2.3953 1.4829
H -2.5947 -2.4888 1.8694
H -0.8713 -2.1448 2.2454
H -1.2975 -3.2377 0.8832
Mn 0.7084 0.6710 -0.4806
C 0.4980 2.0190 -1.9920
C 2.5982 0.5565 0.2620
C -0.6649 0.8426 0.9539
H 2.5575 0.8157 1.3336
H 3.0305 -0.4514 0.1383
H 3.2041 1.2985 -0.2825
H -0.2397 2.7757 -1.6762
H 1.4822 2.4978 -2.1417
H 0.1645 1.5481 -2.9343
H -0.4724 0.6179 2.0053
H -1.3103 1.6912 0.6945
Br -3.2579 -2.5111 -1.2477

3.
Entry from the Open Molecules 2025 dataset: a gas-phase ion, C4H11BrN3 (charge +1) at a distorted geometry (ωB97M-V/def2-TZVPD).

Calculated values
M   181.06 g/mol
HOMO-LUMO gap   9.738 eV
Energy   -78832.8416 eV
2S+1   1
F_max   1.32 eV/A
Energy above the lowest of the compared OMol25 structures with the same formula, charge and spin   0.0 kJ/mol
SMILES   CC[C@H](Br)NC(N)=[NH2+]
Total charge   +1

Atoms and positions in Å:
C -0.2488 0.9981 -1.6242
C -0.3693 -0.5166 -1.4554
C -0.9888 -1.0399 -0.1683
Br -2.5569 0.0123 0.3818
N -0.0238 -1.2468 0.9265
C 0.7064 -0.1069 1.2698
N 0.2203 0.8934 2.0498
N 1.9375 -0.0635 0.8236
H 0.5290 1.2078 -2.3554
H 0.0281 1.5296 -0.7136
H -1.1705 1.4390 -1.9876
H -1.0274 -0.8708 -2.2480
H 0.5819 -1.0198 -1.6251
H -1.3979 -2.0232 -0.3657
H -0.5525 -1.5416 1.7462
H -0.6895 0.6559 2.4288
H 0.1728 1.8140 1.6238
H 2.4390 0.8024 0.6976
H 2.4102 -0.9232 0.5952

4.
Entry from the Open Molecules 2025 dataset: a molecular structure, C4H11Cl2CoPb at a distorted geometry (ωB97M-V/def2-TZVPD).

Calculated values
M   396.17 g/mol
HOMO-LUMO gap (spin up / spin down)   3.509 / 5.725 eV
Energy   -72241.2688 eV
2S+1   5
F_max   3.14 eV/A
Energy above the lowest of the compared OMol25 structures with the same formula, charge and spin   0.0 kJ/mol
Total charge   -2

Atoms and positions in Å:
Co 1.1295 -0.9359 -0.6096
Cl 0.7296 -2.8774 -1.4288
C 2.4965 0.3025 0.0073
C 0.2700 0.2637 -1.9424
H 3.4128 -0.1591 -0.4114
H 2.4030 1.3323 -0.3865
H 2.5697 0.3218 1.1085
H 0.4991 1.3380 -1.8120
H -0.8306 0.1031 -1.9544
H 0.6937 -0.1168 -2.8927
Pb -1.4164 1.4723 0.4968
C 0.2804 -1.1645 1.1974
C -3.4497 0.8136 0.4041
H -0.7814 -1.4234 1.0528
H 0.8274 -2.0613 1.5432
H 0.3778 -0.3362 1.9182
H -4.0281 0.5922 1.3224
H -3.9315 0.7569 -0.5931
Cl -1.2519 1.7783 2.9801

5.
Entry from the Open Molecules 2025 dataset: 2 unconnected molecules or ions with the total composition C4H11Cl2N2 at a distorted geometry (ωB97M-V/def2-TZVPD).

Calculated values
M   158.05 g/mol
HOMO-LUMO gap (spin up / spin down)   9.771 / 8.638 eV
Energy   -32340.8143 eV
2S+1   1
F_max   5.56 eV/A
Energy above the lowest of the compared OMol25 structures with the same formula, charge and spin   398.4 kJ/mol
Total charge   +1

Atoms and positions in Å:
C 1.4168 0.6007 0.1524
C -1.0632 0.9642 -0.0363
C 0.0830 0.0467 -0.3969
C -0.2106 -1.3543 0.0861
N -0.4058 -0.5276 2.5754
N 0.3593 0.0817 -1.8790
Cl 1.1235 -2.4113 0.0204
Cl -1.8444 -1.9029 -0.1092
H 1.5343 1.6482 -0.2896
H 2.3587 0.1212 -0.2147
H 1.4061 0.6720 1.2297
H -1.0184 1.9383 -0.6827
H -1.1096 1.1860 1.0411
H -2.1146 0.6967 -0.1405
H -0.1851 -1.3748 3.0339
H -1.5051 -0.5126 2.4265
H -0.5172 -0.4140 -2.4442
H 1.1550 -0.4723 -2.0073
H 0.5375 1.0141 -2.3650

6.
Entry from the Open Molecules 2025 dataset: a molecular structure, C4H11ClI2O2PYb at a distorted geometry (ωB97M-V/def2-TZVPD).

Calculated values
M   584.41 g/mol
HOMO-LUMO gap (spin up / spin down)   5.620 / 3.846 eV
Energy   -77946.7028 eV
2S+1   2
F_max   4.46 eV/A
Energy above the lowest of the compared OMol25 structures with the same formula, charge and spin   81.7 kJ/mol
Total charge   +2

Atoms and positions in Å:
I 2.7664 2.2810 -0.5270
I 3.6058 -0.1539 0.0720
Yb -0.5845 0.5166 2.7163
P -0.4682 -0.2713 -0.3690
C -0.5846 -0.7829 -2.2463
C -1.1729 -1.8128 0.2908
H -2.3704 0.7675 0.7016
H -2.7999 0.1223 -0.8968
H -1.9704 1.7094 -0.7870
C -2.0183 0.6815 -0.3409
H -1.5568 -1.6303 1.3047
H -2.0379 -2.1028 -0.3300
H -1.6321 -1.1592 -2.3565
H 0.1419 -1.5563 -2.5063
H -0.4809 -2.6912 0.3242
H -0.3954 0.0686 -2.9024
C 4.2692 0.7957 -2.6483
O 4.6986 0.6729 -3.7061
Cl -2.7793 -0.0587 3.6018
O 1.4127 1.4324 3.6201
H 2.2094 0.8778 3.6827
H 1.7475 2.2935 3.3024

7.
Entry from the Open Molecules 2025 dataset: a molecular structure, C4H11ClIrMnNO3 at a distorted geometry (ωB97M-V/def2-TZVPD).

Calculated values
M   403.74 g/mol
HOMO-LUMO gap (spin up / spin down)   6.689 / 5.896 eV
Energy   -58626.2248 eV
2S+1   10
F_max   8.95 eV/A

Atoms and positions in Å:
Mn 0.1521 0.1995 -0.6631
Cl 1.8390 1.3380 0.6897
C -0.7417 0.1738 -2.4972
C 1.6946 -0.5274 -1.7427
H -0.5427 -0.7651 -3.0247
H -1.8201 0.2965 -2.3654
H -0.3498 1.0192 -3.0769
H 1.3889 -1.3182 -2.4330
H 2.4669 -0.8920 -1.0491
H 2.1161 0.3108 -2.3144
Ir -0.1339 -0.0520 1.5152
C -1.5826 0.9577 0.5214
C -0.4420 -1.4010 0.1592
H -1.9834 0.8242 -0.4965
H -2.3283 0.4292 1.1322
H -1.5851 2.0201 0.7720
H 0.2039 -2.2763 0.1152
H -1.4950 -1.6279 -0.0399
O 1.4016 0.5526 4.7731
N 0.8124 0.3387 3.7454
O 0.9363 -0.7752 3.0757
O -0.0071 1.1747 3.2038

8.
Entry from the Open Molecules 2025 dataset: a molecular structure, C4H11ErO3 at a distorted geometry (ωB97M-V/def2-TZVPD).

Calculated values
M   274.39 g/mol
HOMO-LUMO gap (spin up / spin down)   6.845 / 6.773 eV
Energy   -38085.6506 eV
2S+1   4
F_max   3.40 eV/A

Atoms and positions in Å:
C -1.1248 -0.4470 2.7755
H -2.0959 -0.2218 3.2580
H -0.4931 -0.8379 3.5958
H -0.7493 0.5419 2.4456
O -1.4684 -1.4291 1.6771
Er -3.1198 -1.8512 0.1414
H 0.0181 -1.2975 0.7474
O 1.0810 -1.1247 0.8190
C 0.1318 0.4938 -3.0155
O 0.8457 -0.0320 -1.9278
C 0.7321 0.7463 -0.7618
C 1.5296 0.1221 0.3650
H 0.2233 -0.2119 -3.8503
H -0.9420 0.6158 -2.7858
H 0.5259 1.4855 -3.3003
H -0.3322 0.8256 -0.4671
H 1.1104 1.7712 -0.9406
H 1.5562 0.8551 1.1928
H 2.5714 -0.0042 0.0316

9.
Entry from the Open Molecules 2025 dataset: 2 unconnected molecules or ions with the total composition C4H11INO at a distorted geometry (ωB97M-V/def2-TZVPD).

Calculated values
M   216.04 g/mol
HOMO-LUMO gap   5.912 eV
Energy   -15965.7212 eV
2S+1   1
F_max   3.10 eV/A
Energy above the lowest of the compared OMol25 structures with the same formula, charge and spin   116.9 kJ/mol
Total charge   -1

Atoms and positions in Å:
I 6.6249 -0.0232 2.7927
C 1.2030 0.2775 -0.7896
C 0.0119 0.6394 0.1116
C -0.7512 -0.6997 0.4946
O -1.4547 -1.4795 -0.4715
C -2.5629 -0.8771 -1.0622
N 0.6458 1.1816 1.3148
H 1.8258 1.1376 -1.0355
H 0.8878 -0.0409 -1.7832
H 1.8528 -0.5735 -0.5851
H -0.6150 1.3934 -0.3643
H -1.5507 -0.4208 1.1810
H -0.1132 -1.2766 1.1641
H -2.9111 -1.7138 -1.6678
H -2.2374 -0.0346 -1.6725
H -3.2814 -0.5436 -0.3135
H 0.8250 2.1724 1.2359
H 1.6006 0.8815 1.4506

10.
Entry from the Open Molecules 2025 dataset: a gas-phase ion, C4H11INO (charge +1) at a distorted geometry (ωB97M-V/def2-TZVPD).

Calculated values
M   216.04 g/mol
HOMO-LUMO gap   9.435 eV
Energy   -15956.3203 eV
2S+1   1
F_max   4.98 eV/A
Energy above the lowest of the compared OMol25 structures with the same formula, charge and spin   162.5 kJ/mol
SMILES   C[NH2+][C@@H](O)[C@H](C)I
Total charge   +1

Atoms and positions in Å:
C -1.9510 -1.3365 0.5339
N -0.9898 -0.2345 0.3976
C 0.2586 -0.6528 -0.3343
O -0.0154 -0.8770 -1.6186
C 1.3225 0.4139 0.2004
C 1.2066 1.8478 -0.2057
I 3.4164 -0.2413 -0.3826
H -2.0852 -1.8818 -0.3567
H -1.7289 -2.1153 1.2205
H -2.8699 -1.0233 0.8589
H -0.8285 0.0877 1.3333
H -1.3370 0.6235 -0.1667
H 0.5714 -1.7289 0.1405
H 0.0442 0.0004 -2.1699
H 1.3312 0.3692 1.2367
H 1.4550 1.9926 -1.1550
H 0.2948 2.2248 0.1852
H 1.9049 2.5315 0.2826

11.
Entry from the Open Molecules 2025 dataset: a molecular structure, C4H11InNO9PS at a distorted geometry (ωB97M-V/def2-TZVPD).

Calculated values
M   394.99 g/mol
HOMO-LUMO gap   4.077 eV
Energy   -49541.4984 eV
2S+1   1
F_max   3.55 eV/A
Energy above the lowest of the compared OMol25 structures with the same formula, charge and spin   0.0 kJ/mol
Total charge   -2

Atoms and positions in Å:
In -0.0715 -1.3032 -0.6565
P 3.1916 -1.6533 -1.3141
O 4.1716 -2.6073 -0.6726
O 2.5252 -0.7061 -0.3269
O 2.0064 -2.3682 -2.0184
O 3.9620 -0.9604 -2.4309
S -1.0760 0.0986 -3.5340
O -1.5412 1.3463 -4.1736
O 0.2976 0.2822 -2.9052
O -1.9931 -0.2507 -2.3950
O -0.9632 -1.0271 -4.4872
C -2.5385 0.9424 1.3880
C -1.1509 1.3295 0.9163
C -0.0463 1.0402 1.8949
O -0.0473 -0.3455 1.9774
C 1.0363 -0.9119 2.6863
N -0.8188 0.6532 -0.3497
H -2.7781 1.3975 2.3525
H -2.6727 -0.1396 1.4768
H -3.2937 1.2432 0.6570
H -1.2246 2.4252 0.7736
H -0.2723 1.5132 2.8675
H 0.9164 1.3943 1.5027
H 1.9864 -0.7034 2.1819
H 0.8550 -1.9776 2.7728
H 1.0977 -0.4603 3.6921
H -0.0044 1.0553 -0.8225
H -1.5534 0.6934 -1.0532

12.
Entry from the Open Molecules 2025 dataset: 2 unconnected molecules or ions with the total composition C4H11N2 at a distorted geometry (ωB97M-V/def2-TZVPD).

Calculated values
M   87.15 g/mol
HOMO-LUMO gap (spin up / spin down)   4.262 / 9.895 eV
Energy   -7301.7362 eV
2S+1   2
F_max   2.32 eV/A
Energy above the lowest of the compared OMol25 structures with the same formula, charge and spin   293.4 kJ/mol

Atoms and positions in Å:
C 0.7064 -1.1847 -0.0602
C 1.4396 -0.1246 -0.5007
N 1.2378 1.1801 0.1068
N 0.9219 -2.4829 -0.5720
H -0.1020 -1.0688 0.6267
H 2.2585 -0.1902 -1.1993
H 1.5207 1.9467 -0.5349
H 0.2294 1.3185 0.3049
H 1.7473 1.3231 1.0059
H 1.8899 -2.6062 -0.8400
H 0.6636 -3.2083 0.0802
C -2.1973 1.2858 1.1309
C -2.2857 1.1688 -0.1861
H -2.8614 0.6966 1.7357
H -1.5197 1.9349 1.6509
H -2.9669 0.4282 -0.6027
H -1.7052 1.7511 -0.8842

13.
Entry from the Open Molecules 2025 dataset: 2 unconnected molecules or ions with the total composition C4H11N2 at a distorted geometry (ωB97M-V/def2-TZVPD).

Calculated values
M   87.15 g/mol
HOMO-LUMO gap   6.473 eV
Energy   -7295.1699 eV
2S+1   1
F_max   4.32 eV/A
Energy above the lowest of the compared OMol25 structures with the same formula, charge and spin   557.5 kJ/mol
Total charge   +1

Atoms and positions in Å:
C -0.4937 0.8325 0.9589
C -1.8211 0.4596 0.4351
C -0.4920 -0.2827 -0.1358
C 0.0394 0.0438 -1.3840
N -0.4959 -1.6139 0.3278
N 2.4527 0.5561 -0.1948
H 0.2137 0.4342 1.6801
H -0.3143 1.8758 0.7214
H -2.5000 -0.0920 1.0633
H -2.0971 1.1049 -0.3873
H -0.1052 1.0649 -1.7136
H -0.0055 -0.7720 -2.0998
H 3.3489 0.1907 -0.4717
H -0.0027 -1.7979 1.1888
H -0.3837 -2.3002 -0.4033
H 2.5612 0.8928 0.7451
H 1.6226 0.3854 -0.7592